Record 1
The following is a quantum chemistry calculation of a cluster of 2 separate species, C5H15ClN5O4P in total, from the Open Molecules 2025 dataset.

Last column: Mulliken charge in e.
CARTESIAN COORDINATES (ANGSTROEM)
N -1.209 -1.457 -3.142  -0.5339
C -0.738 -0.089 -2.972  -0.7584
C 0.040 0.020 -1.668  -0.3005
C 0.625 1.425 -1.484  -0.7412
C 0.765 1.963 -0.044  -0.8349
N 0.012 1.204 1.017  0.4310
C 0.741 0.233 1.658  -0.0003
N 1.016 0.367 3.032  -0.4186
N 1.158 -0.858 1.046  -0.2168
P -0.907 2.368 2.002  0.1800
O -1.487 1.369 3.141  -0.4766
Cl 0.476 3.420 3.068  -0.1898
H -0.534 -2.143 -2.827  0.1919
H -1.461 -1.656 -4.099  0.2209
H -1.614 0.562 -2.913  0.3210
H -0.077 0.233 -3.789  0.3068
H -0.620 -0.274 -0.851  0.3193
H 0.836 -0.729 -1.701  0.3256
H 1.618 1.450 -1.935  0.2644
H 0.018 2.124 -2.062  0.4363
H 1.795 2.074 0.291  0.3571
H 0.343 2.970 -0.029  0.5096
H 1.958 -0.007 3.120  0.3415
H 0.453 -0.276 3.594  0.3108
H 0.709 -1.778 1.388  0.2646
H 1.751 -0.851 0.233  0.2069
H -2.272 0.909 2.813  0.3660
N -0.869 -3.158 0.756  1.0142
O -2.081 -3.290 0.747  -0.6191
O -0.160 -3.341 -0.241  -0.5787
O -0.287 -2.786 1.848  -0.6992

Atoms 1-3, force components in eV/Å:
N -0.13 0.10 0.02
C 0.23 -0.51 0.14
C -0.11 -0.01 -0.14

Output
- highest occupied orbital energy (eV) = -8.80

Record 2
The following is a quantum chemistry calculation of a structure of composition C5H15InNO2, from the Open Molecules 2025 dataset.

Last column: Mulliken charge in e.
CARTESIAN COORDINATES (ANGSTROEM)
In -0.960 0.610 -1.426  1.3541
C 2.976 -1.724 0.553  -1.2347
C 1.616 -0.924 0.306  0.0018
C 1.530 0.152 1.399  -0.6469
O 0.370 0.914 1.184  -0.1549
C 0.102 1.852 2.238  -0.6885
N 1.740 -0.271 -0.973  -0.2377
H 3.876 -1.115 0.487  0.4279
H 3.002 -2.502 -0.212  0.4636
H 2.883 -2.203 1.532  0.4289
H 0.803 -1.649 0.349  0.2821
H 2.353 0.873 1.223  0.4229
H 1.630 -0.282 2.395  0.5185
H -0.964 2.100 2.283  0.3033
H 0.578 2.824 2.013  0.3570
H 0.333 1.447 3.222  0.3480
H 2.506 0.424 -0.972  0.3621
H 2.047 -0.971 -1.672  0.3834
C -4.493 0.236 -2.654  -0.4819
O -3.621 -0.032 -1.539  -0.4289
H -4.095 0.991 -3.324  0.2734
H -4.658 -0.665 -3.256  0.3194
H -5.467 0.533 -2.232  0.2847
H -4.090 -0.619 -0.922  0.3424

Atoms 1-3, force components in eV/Å:
In -0.47 -0.69 0.21
C 0.25 -0.66 -0.45
C 0.03 0.91 0.58

Output
- highest occupied orbital energy (eV) = -21.44
- ΔE to the lowest compared entry with this formula, charge and spin (kJ/mol) = 153.32
- net charge = +3

Record 3
The following is a quantum chemistry calculation of a structure of composition C5H15LaNO3P2, from the Open Molecules 2025 dataset.

Last column: Mulliken charge in e.
CARTESIAN COORDINATES (ANGSTROEM)
C 3.331 -0.530 0.517  -0.8859
C 2.198 -1.163 -0.484  -0.2030
O 1.207 -0.204 -0.995  -0.2798
P 0.457 0.722 0.274  0.2203
C -1.431 0.372 0.398  -0.5389
C -1.783 -1.144 0.955  -0.5111
C -3.297 -1.630 0.447  -0.3024
O -3.245 -2.954 -0.245  -0.3404
P 0.550 2.811 -0.483  0.4725
N 1.816 3.743 0.358  -0.5182
O 0.959 2.687 -2.201  -0.4430
H 3.326 0.637 0.605  0.2583
H 4.399 -0.816 0.067  0.3278
H 3.269 -1.074 1.565  0.3042
H 1.738 -2.107 0.053  0.2290
H 2.779 -1.585 -1.438  0.3262
H -1.921 1.120 1.188  0.3246
H -2.001 0.584 -0.622  0.1743
H -1.836 -1.087 2.126  0.4084
H -1.022 -1.967 0.614  0.2970
H -3.691 -0.847 -0.354  0.2750
H -4.081 -1.633 1.324  0.4712
H -2.533 -2.906 -0.972  0.3528
H 2.072 3.346 1.289  0.3302
H 1.374 4.682 0.575  0.3620
H 0.145 2.278 -2.645  0.3440
La -2.781 -1.336 -1.914  1.5446

Atoms 1-3, force components in eV/Å:
C 0.85 -0.85 -0.08
C 2.78 -1.89 0.16
O -2.16 0.74 2.15

Output
- highest occupied orbital energy (eV) = -17.37
- net charge = +3

Record 4
The following is a quantum chemistry calculation of a cluster of 2 separate species, C5H15N2 in total, from the Open Molecules 2025 dataset.

Last column: Mulliken charge in e.
CARTESIAN COORDINATES (ANGSTROEM)
N 1.712 -1.650 -0.060  -0.5806
C 1.612 -0.316 0.511  0.3493
C 2.998 0.201 0.818  -1.4290
C 0.722 0.638 -0.346  -0.6267
N -0.417 0.018 -0.820  0.0807
C -1.082 0.637 -1.919  -0.8475
C -3.586 -0.205 1.342  -0.8084
H -3.063 -0.301 0.385  -0.0166
H 0.843 -2.055 -0.393  0.2431
H 2.425 -1.723 -0.772  0.2414
H 1.005 -0.431 1.419  0.3057
H 3.604 0.391 -0.069  0.3981
H 3.419 -0.621 1.395  0.3711
H 3.004 1.113 1.409  0.4245
H 1.218 0.977 -1.284  0.4574
H 0.603 1.602 0.196  0.4180
H -0.489 0.528 -2.847  0.4487
H -1.271 1.714 -1.826  0.4084
H -1.964 0.035 -2.074  0.3342
H -3.341 0.730 1.840  0.2448
H -4.633 -0.284 1.060  0.3153
H -3.318 -0.999 2.036  0.2681

Atoms 1-3, force components in eV/Å:
N 0.07 0.34 -0.17
C -1.28 -0.85 0.04
C -0.25 0.03 0.18

Output
- highest occupied orbital energy (eV) = -13.50
- ΔE to the lowest compared entry with this formula, charge and spin (kJ/mol) = 513.05
- net charge = +1

Record 5
The following is a quantum chemistry calculation of a structure of composition C5H15N2, from the Open Molecules 2025 dataset.

Last column: Mulliken charge in e.
CARTESIAN COORDINATES (ANGSTROEM)
C 0.917 0.680 0.739  -0.8916
N 1.284 -0.688 0.152  -0.1496
C 2.397 -1.533 0.768  -0.8527
C -0.455 1.107 0.236  0.4991
N -0.596 0.664 -1.172  -0.4188
C -2.922 0.290 0.283  -1.1136
C -1.607 0.314 1.009  -0.7280
H 1.033 0.563 1.753  0.5415
H 1.710 1.457 0.323  0.3284
H 1.204 -0.524 -0.828  0.2431
H 2.921 -2.036 -0.072  0.3450
H 1.952 -2.317 1.393  0.2936
H 3.221 -0.967 1.294  0.3210
H -0.723 2.204 0.387  0.4628
H 1.002 -0.634 -4.035  -0.0168
H -0.605 1.504 -1.822  0.3215
H 1.767 -0.748 -3.933  0.0206
H -2.746 -0.257 -0.695  0.3615
H -3.381 1.301 0.215  0.3359
H -3.525 -0.433 0.910  0.3315
H -1.701 0.713 2.031  0.3979
H -1.147 -0.661 1.065  0.3679

Atoms 1-3, force components in eV/Å:
C 3.46 -2.18 -3.32
N 0.13 2.38 2.70
C 0.30 0.82 -1.30

Output
- highest occupied orbital energy (eV) = -13.90
- ΔE to the lowest compared entry with this formula, charge and spin (kJ/mol) = 726.05
- net charge = +1

Record 6
The following is a quantum chemistry calculation of a cluster of 2 separate species, C5H15N2 in total, from the Open Molecules 2025 dataset.

Last column: Mulliken charge in e.
CARTESIAN COORDINATES (ANGSTROEM)
C -2.812 -1.248 -0.397  -1.1334
C -2.656 -0.209 -1.503  -0.0555
C -1.391 0.633 -1.361  -1.0673
H -1.876 -1.805 -0.277  0.3070
H -3.561 -1.998 -0.651  0.3464
H -3.131 -0.826 0.557  0.2957
H -3.524 0.440 -1.599  0.3188
H -2.589 -0.777 -2.432  0.2689
H -1.316 1.372 -2.154  0.3649
H -1.313 1.141 -0.395  0.2219
H -0.519 -0.028 -1.467  0.2847
C 2.137 0.859 0.928  -0.0145
C 1.720 -0.414 1.010  -0.4186
N 0.284 -0.702 1.070  -0.2502
N 3.356 1.259 0.481  -0.4943
H 1.448 1.643 1.235  0.2900
H 2.348 -1.286 0.937  0.3583
H 0.046 -1.497 1.670  0.4114
H -0.339 0.059 1.355  0.3421
H -0.067 -0.925 0.132  0.1058
H 3.803 0.585 -0.123  0.2466
H 3.431 2.198 0.125  0.2714

Atoms 1-3, force components in eV/Å:
C -0.29 0.05 -0.02
C 0.20 -0.23 -0.05
C 0.02 -0.41 -0.09

Output
- highest occupied orbital energy (eV) = -13.12
- ΔE to the lowest compared entry with this formula, charge and spin (kJ/mol) = 138.68
- net charge = +1

Record 7
The following is a quantum chemistry calculation of a cluster of 2 separate species, C5H15N2 in total, from the Open Molecules 2025 dataset.

Last column: Mulliken charge in e.
CARTESIAN COORDINATES (ANGSTROEM)
C 2.135 1.324 1.850  -1.3943
C 0.818 1.165 1.103  0.3938
C 0.476 2.351 0.198  -1.3264
N 0.900 -0.089 0.259  -0.2703
H 2.210 0.535 2.599  0.4263
H 2.988 1.337 1.172  0.3765
H 2.155 2.280 2.372  0.3898
H 0.011 0.974 1.808  0.2806
H 1.370 2.734 -0.290  0.3582
H -0.005 3.117 0.800  0.3711
H -0.231 2.050 -0.576  0.4056
H 1.331 -0.825 0.824  0.3763
H -0.040 -0.460 -0.116  0.4421
H 1.527 0.054 -0.537  0.4081
C -1.356 -1.472 -2.322  -0.9979
C -2.104 -2.030 -0.185  -0.2934
N -1.205 -1.450 -0.863  -0.3775
H -1.761 -0.516 -2.655  0.3255
H -2.014 -2.272 -2.653  0.3301
H -0.368 -1.542 -2.773  0.3014
H -2.047 -2.017 0.898  0.2395
H -2.924 -2.550 -0.678  0.2348

Atoms 1-3, force components in eV/Å:
C -0.45 0.15 0.12
C 0.17 0.33 -0.41
C -0.15 -0.61 0.18

Output
- highest occupied orbital energy (eV) = -14.48
- ΔE to the lowest compared entry with this formula, charge and spin (kJ/mol) = 65.69
- net charge = +1

Record 8
The following is a quantum chemistry calculation of the ion C5H15N2 with charge +2, from the Open Molecules 2025 dataset.

Last column: Mulliken charge in e.
CARTESIAN COORDINATES (ANGSTROEM)
C -0.986 -0.789 -0.654  -1.0286
N -0.684 0.674 -0.684  -0.1124
C -1.696 1.421 0.151  -0.1368
C -0.977 2.394 1.271  -0.9247
C -0.072 -1.499 0.446  -0.3696
N 1.390 -0.956 0.111  -0.2512
C 2.468 -1.587 -0.803  -0.7968
H -1.932 -1.172 -0.750  0.4975
H -0.528 -1.190 -1.480  0.5226
H -0.805 0.951 -1.640  0.3095
H -2.159 2.193 -0.494  0.3437
H -2.332 0.682 0.706  0.2791
H -1.171 2.069 2.382  0.3294
H -1.279 3.442 1.068  0.3591
H 0.099 2.558 0.973  0.3251
H -0.019 -2.589 0.366  0.4419
H -0.473 -1.012 1.367  0.3322
H 1.702 -0.720 1.025  0.3865
H 1.120 -0.059 -0.312  0.4181
H 3.113 -0.704 -1.020  0.3699
H 2.070 -1.710 -1.760  0.3765
H 3.154 -2.396 -0.271  0.3292

Atoms 1-3, force components in eV/Å:
C 5.08 -0.74 1.44
N -6.04 -0.67 1.70
C 2.02 -0.09 0.33

Output
- 2S+1 = 2
- highest occupied orbital energy (alpha / beta) (eV) = -20.70 / -20.69
- ΔE to the lowest compared entry with this formula, charge and spin (kJ/mol) = 383.08
- net charge = +2

Number 1: total energy -1575.6676 Eh. Number 2: total energy -593.4785 Eh. Number 3: total energy -1192.8237 Eh. Number 4: total energy -308.5973 Eh. Number 5: total energy -308.5161 Eh. Number 6: total energy -308.7398 Eh. Number 7: total energy -308.7677 Eh. Number 8: total energy -308.1923 Eh.